[1]
Computed, not measured: a 23-piece molecular cluster, C46H138O40 overall in a non-equilibrium geometry, with ωB97M-V with the def2-TZVPD basis set.

Atoms and positions in Å:
O -0.34 -2.66 2.54
O 5.60 -8.43 2.31
O -1.86 1.61 -1.11
O -2.25 -0.02 6.89
O -0.03 -5.89 -1.07
O 0.67 -4.37 -3.21
O -2.83 5.04 -3.92
O 2.34 -4.07 -5.43
O -4.83 2.32 2.63
O -1.58 -6.72 1.05
O -3.54 -1.46 -5.07
O -5.00 3.46 0.21
O 3.33 -4.08 4.15
O 1.50 3.86 -3.06
O -4.63 1.24 -2.21
O 5.30 -5.48 2.73
O 2.13 6.13 2.52
O -1.85 0.06 -3.76
O -0.39 6.36 3.57
O 0.48 1.21 -3.10
O 4.55 1.17 -5.41
O 2.68 -1.99 2.09
O -5.76 -1.65 1.33
O 2.66 6.68 -0.13
O -3.16 -2.35 -0.21
O 4.02 -4.06 0.55
O -1.21 4.32 -1.89
O -0.67 -1.58 5.24
O 3.03 1.24 0.14
O -3.93 3.83 -6.20
O 3.94 3.41 -4.05
O -4.57 1.22 -5.06
O 2.08 3.23 1.84
O 0.62 -0.14 -0.70
O -0.13 0.71 3.31
O -0.56 3.36 3.04
O -1.93 -4.23 -1.66
O 4.63 -5.53 -1.33
O -3.62 0.62 4.92
O 2.85 -1.58 -4.56
C 0.68 1.55 4.10
C -3.58 -0.51 6.97
C -0.31 -4.83 3.77
C 3.24 -1.81 3.41
C 6.02 -7.47 1.41
C 6.42 -6.22 2.25
C 4.30 -0.55 -0.88
C -0.59 -3.85 -3.63
C 4.06 2.14 -3.35
C -1.47 -3.24 -2.58
C -4.39 -1.35 1.65
C 2.96 8.06 -0.43
C -0.77 0.04 -4.64
C -0.34 -7.29 -0.84
C 3.70 -3.65 -5.28
C -4.15 3.55 2.35
C 3.37 -5.82 -0.88
C 0.27 -2.06 6.17
C -1.14 1.40 0.09
C 4.14 -2.97 3.79
C 4.18 0.44 0.25
C -0.73 8.11 1.93
C -0.51 0.01 0.08
C -4.28 -0.46 5.63
C -3.51 -2.40 1.15
C -4.80 4.28 -5.19
C 0.02 4.91 -1.36
C 3.78 -2.59 -4.18
C 0.08 1.25 -4.48
C -4.12 4.40 -3.85
C 2.81 -4.67 -0.03
C -4.13 -0.79 -6.19
C -3.76 3.65 0.88
C 1.03 5.07 -2.55
C -0.12 2.85 4.28
C -0.67 -4.07 2.50
C -0.18 -3.16 7.10
C -6.77 0.68 -1.54
C 3.20 3.91 2.39
C -5.22 0.17 -5.76
C 3.77 8.05 -1.78
C 2.72 5.06 3.31
C -5.31 0.49 -1.24
C -1.22 6.75 2.49
C 5.10 1.29 -4.12
C -1.69 -7.38 -0.18
H -3.99 -3.32 1.46
H -0.67 8.77 2.79
H 4.93 -3.18 3.03
H 3.99 4.34 1.72
H 3.45 -3.09 -3.27
H -5.13 -0.58 -1.39
H 2.40 6.52 0.82
H 5.22 0.24 -3.69
H -1.27 -4.60 -4.18
H 4.39 -4.52 -5.05
H -5.76 0.53 -6.68
H 2.06 -5.08 0.77
H -5.10 5.28 -5.46
H -1.74 2.53 -1.45
H 3.86 -0.91 3.35
H 4.31 7.08 -1.78
H -7.07 0.04 -2.44
H -4.47 -1.56 -6.89
H -5.99 -0.35 -5.18
H 0.79 -4.72 3.94
H -2.61 -2.39 1.72
H -4.14 -1.39 5.01
H -3.25 3.56 3.00
H 5.02 -4.89 -0.77
H 2.47 -1.79 4.14
H 3.63 -3.32 1.09
H -1.34 -1.10 5.72
H -2.35 0.87 6.52
H 0.89 2.09 -2.90
H -4.17 0.91 4.23
H 1.13 -2.45 5.62
H -4.79 4.96 -3.08
H -4.94 2.88 -0.56
H -1.51 0.38 -2.87
H 7.12 -5.48 1.78
H -2.29 -2.72 -3.07
H -2.44 -3.70 -0.98
H -1.26 -0.62 -0.33
H -4.32 -1.34 2.72
H 0.56 -3.32 7.90
H 0.43 4.22 -0.62
H 4.76 -2.60 4.59
H -0.26 -4.55 1.56
H -1.25 -0.03 -5.62
H -2.49 -6.92 -0.78
H 0.46 3.54 4.97
H 3.51 5.45 3.93
H 5.02 1.22 0.09
H 3.90 -3.11 -6.25
H 0.58 -5.11 -2.50
H -0.87 -5.28 -1.10
H 0.46 -7.79 -0.23
H -4.84 4.33 2.59
H -1.65 4.87 -2.59
H 6.10 1.77 -4.14
H -0.91 -6.02 0.93
H -3.55 -1.49 7.37
H -3.27 4.66 0.72
H -2.95 -0.85 -4.52
H -7.36 0.38 -0.67
H -0.26 -4.06 6.54
H -5.70 2.32 2.18
H -2.42 4.79 -4.74
H 5.07 -1.30 -0.70
H 1.74 -2.24 2.12
H -4.16 -0.35 1.33
H 4.18 0.26 -5.49
H -2.29 6.85 2.78
H -1.13 5.95 1.73
H -6.85 1.75 -1.77
H -4.15 0.12 7.57
H 4.83 -8.05 2.72
H 2.44 4.00 -3.27
H -5.96 -2.52 1.75
H -0.67 -5.84 3.69
H -1.05 2.65 4.87
H 1.83 5.69 -2.19
H 3.71 3.16 3.03
H 4.61 -0.14 -1.79
H -1.47 8.40 1.20
H -0.18 -0.90 -4.57
H -5.04 0.78 -0.15
H 3.33 -1.01 -1.00
H -1.18 -2.93 7.60
H -1.95 -8.42 0.02
H 2.28 0.68 -0.10
H 0.81 1.07 5.07
H 3.42 -6.74 -0.39
H -3.84 2.85 -5.94
H -0.84 -2.45 -2.14
H -1.70 -4.22 2.29
H -0.58 2.12 -4.62
H 2.00 -4.39 -4.60
H -0.56 -2.38 3.48
H 3.89 -4.87 4.20
H 5.28 -7.24 0.68
H 1.28 6.31 2.97
H -0.36 -7.78 -1.82
H 3.66 8.45 0.34
H 4.31 2.47 -2.32
H -0.92 -4.49 4.60
H 4.46 8.90 -1.84
H 2.07 8.68 -0.51
H 0.30 3.36 2.58
H -2.98 2.94 0.61
H -5.42 -0.28 5.71
H 0.52 5.64 -3.26
H 0.17 7.91 1.42
H -0.53 5.36 3.72
H -0.13 5.94 -0.97
H 6.99 -6.53 3.12
H -1.89 1.42 0.90
H 2.36 -3.88 -0.57
H 2.66 -5.88 -1.71
H -3.36 -0.22 -6.75
H -3.64 -1.72 -0.74
H 4.30 -0.12 1.21
H 0.63 -1.21 6.76
H -3.71 1.10 -1.87
H 1.99 4.57 3.96
H -5.66 3.57 -5.09
H -0.20 -0.19 1.13
H 4.76 -2.20 -4.05
H -3.93 3.42 -3.50
H 2.08 -2.11 -4.69
H 0.90 1.22 -5.18
H -0.34 -0.11 3.77
H 1.64 1.70 3.65
H 2.38 2.77 1.02
H 3.14 1.61 -3.48
H -0.31 -3.12 -4.40
H 3.55 3.06 -4.90
H 4.96 -4.88 2.01
H 0.53 0.37 -1.59
H 3.13 8.04 -2.57
H -0.43 2.24 0.17
H -4.63 1.05 -4.10
H 6.92 -7.79 0.91

As for the charge: 0. For the LUMO energy, the calculation gives 0.2 eV.

Löwdin population analysis, charges in e, atoms 1 to 8: -0.096 -0.036 -0.114 -0.068 -0.165 -0.115 -0.085 -0.080

=====

[2]
Computed, not measured: one molecule with the formula C13H19P in a non-equilibrium geometry, with ωB97M-V with the def2-TZVPD basis set.

Atoms and positions in Å:
P -0.19 0.46 -0.61
C 1.06 -0.65 0.12
C 4.73 -0.82 0.72
C 5.10 0.52 0.46
C 2.80 1.02 -0.02
C -4.52 -0.39 1.46
C 4.11 1.47 0.10
C -3.52 0.14 0.44
C -2.49 -0.96 0.16
C -1.48 -0.80 -1.03
C 0.46 0.62 -2.41
C -3.02 1.45 0.93
C 3.37 -1.23 0.60
C 2.39 -0.35 0.28
H -4.97 0.47 1.97
H -2.97 1.72 2.01
H -2.05 -0.31 -1.86
H -1.05 -1.72 -1.57
H -3.05 -1.84 0.05
H 0.60 -1.51 0.64
H -1.93 -1.04 1.11
H -4.01 -0.87 2.29
H 3.19 -2.38 0.78
H 2.08 1.82 -0.35
H 0.12 1.58 -2.63
H 5.40 -1.64 0.90
H 1.60 0.74 -2.26
H -5.23 -1.06 0.85
H 4.44 2.43 -0.16
H -3.33 2.33 0.24
H -4.04 0.29 -0.51
H 0.16 -0.22 -3.06
H 6.23 0.73 0.34

As for the charge: 0. For the LUMO energy (alpha / beta), the calculation gives 0.5 / -0.6 eV. For the energy above the lowest of the compared OMol25 structures with the same formula, charge and spin, the calculation gives 100.31 kcal per mole.

natural (NBO) population analysis, charges in e, atoms 1 to 8: 0.808 -0.438 -0.218 -0.212 -0.182 -0.596 -0.224 -0.314

=====

[3]
Computed, not measured: one molecule with the formula C3H8N2O2 in a non-equilibrium geometry, with ωB97M-V with the def2-TZVPD basis set.

Atoms and positions in Å:
O -0.95 -0.47 -1.07
O 0.43 -1.74 1.49
N 1.01 0.70 -0.56
N -1.30 -0.25 1.78
C 1.16 1.12 -1.94
C 0.09 -0.17 -0.29
C 0.02 -0.41 1.23
H 1.75 0.40 -2.51
H 1.67 2.08 -2.00
H -1.95 -0.96 1.45
H 0.21 1.25 -2.47
H 0.35 -1.84 2.45
H -1.60 -0.96 -0.53
H -1.67 0.69 1.64
H 0.78 0.56 1.33

As for the charge: 0. For the LUMO energy, the calculation gives 0.5 eV. For the energy above the lowest of the compared OMol25 structures with the same formula, charge and spin, the calculation gives 58.20 kcal per mole.

natural (NBO) population analysis, charges in e, atoms 1 to 8: -0.668 -0.708 -0.490 -0.858 -0.451 0.511 0.154 0.204

=====

[4]
Computed, not measured: C5H10NO as an isolated structure in a non-equilibrium geometry, with ωB97M-V with the def2-TZVPD basis set.

Atoms and positions in Å:
O 0.43 1.36 -1.84
N -1.30 0.37 -0.48
C 0.01 -0.35 1.36
C -0.05 0.25 -1.22
C 1.04 -0.22 0.29
C -1.38 -0.66 0.69
C 2.33 -0.29 0.48
H -1.23 1.39 -0.15
H -2.36 -0.67 1.12
H 2.71 -0.39 1.44
H -0.20 1.70 -2.54
H -2.14 0.31 -1.11
H 0.03 0.55 1.92
H 3.03 0.08 -0.28
H -1.29 -1.69 0.29
H 0.41 -1.26 1.95
H -0.04 -0.49 -1.93

As for the charge: +1. For the LUMO energy, the calculation gives -3.6 eV. For the energy above the lowest of the compared OMol25 structures with the same formula, charge and spin, the calculation gives 78.43 kcal per mole.

natural (NBO) population analysis, charges in e, atoms 1 to 8: -0.681 -0.561 -0.501 0.237 0.036 -0.208 -0.377 0.453

=====

Number 1: energy -4844.71874 hartree. Number 2: energy -847.92540 hartree. Number 3: energy -379.04826 hartree. Number 4: energy -326.15682 hartree.